Record 1
Density functional theory data (ωB97M-V/def2-TZVPD) for an isolated ion of composition C33H30Cl2NO2S and charge +1.

Element x y z (Å)
Cl -4.90 2.51 -2.44
Cl 8.03 2.77 -3.02
S -2.60 -2.43 1.16
O -2.40 -3.60 1.97
O -2.92 -2.54 -0.25
N -0.78 -1.46 1.14
C -4.64 0.98 2.02
C 5.37 2.68 -2.61
C -3.39 1.70 -2.34
C 1.35 -2.71 -1.23
C -3.92 0.00 1.33
C 0.39 -0.45 -2.13
C -0.97 1.76 -2.28
C -0.92 0.37 -2.13
C 6.55 0.56 -2.62
C 0.41 -1.52 -1.13
C -4.82 -0.49 3.93
C -0.37 -0.80 2.40
C 5.35 -0.10 -2.39
C -2.12 -0.34 -2.12
C 3.33 1.16 1.47
C -5.86 1.79 4.09
C 0.72 -4.05 -0.83
C 1.67 0.38 -2.14
C -0.20 -1.39 0.03
C 2.13 1.64 0.93
C -4.10 -1.47 3.25
C 0.92 1.05 1.28
C -2.19 2.43 -2.40
C 2.91 -0.14 -2.10
C -5.08 0.75 3.33
C 6.56 1.96 -2.73
C 4.16 2.02 -2.38
C 3.30 0.12 2.40
C 0.90 -0.05 2.14
C -3.36 0.30 -2.24
C 2.09 -0.48 2.75
C 4.14 0.62 -2.29
C -3.61 -1.20 1.97
H 1.72 -2.76 -2.26
H 1.36 -4.87 -1.18
H 5.33 -1.19 -2.30
H 2.03 -1.30 3.46
H -5.36 2.03 5.04
H 2.13 2.48 0.23
H -4.86 1.94 1.55
H 7.47 0.01 -2.74
H -2.10 -1.42 -2.06
H 0.41 -0.94 -3.14
H -4.28 -0.27 -2.26
H -2.23 3.51 -2.54
H 1.55 1.45 -2.31
H -0.03 1.41 0.86
H -0.27 -4.16 -1.28
H -3.60 0.18 0.31
H -0.07 2.38 -2.33
H 3.23 2.59 -2.29
H -3.89 -2.43 3.71
H 5.39 3.76 -2.70
H 4.27 1.61 1.17
H 4.22 -0.23 2.87
H -5.17 -0.68 4.94
H 2.22 -2.55 -0.57
H 0.62 -4.14 0.25
H -6.87 1.43 4.32
H -0.24 -1.57 3.17
H -5.94 2.71 3.50
H -1.19 -0.14 2.72
H 3.07 -1.21 -1.95

Computed properties:
maximum force	2.198	eV/Å
gap between HOMO and LUMO	6.63	eV
structure (SMILES)	CCC(=C=[N+](Cc1ccccc1)S(=O)(=O)c1ccc(C)cc1)[C@H](/C=C/c1ccc(Cl)cc1)c1ccc(Cl)cc1
net charge	+1

Record 2
Density functional theory data (ωB97M-V/def2-TZVPD) for a 2-piece molecular cluster, CH5O2 overall.

Element x y z (Å)
O -0.60 0.71 -0.47
O 1.87 0.87 0.37
C -0.99 -0.67 -0.06
H -1.68 -1.29 -0.63
H 0.82 0.70 0.16
H 1.94 1.44 -0.43
H 0.02 -1.20 0.10
H -1.37 -0.56 0.97

Computed properties:
maximum force	4.493	eV/Å
gap between HOMO and LUMO	7.68	eV
net charge	-1
energy relative to the best compared isomer or geometry (same formula, charge and spin)	54.7	kJ/mol

Record 3
Density functional theory data (ωB97M-V/def2-TZVPD) for one molecule with the formula C16H23N3O2S.

Element x y z (Å)
S 0.05 0.65 0.04
O 1.38 0.81 -0.49
O -0.25 1.46 1.19
N 5.92 -2.17 3.50
N -0.13 -0.98 0.50
N 3.86 -1.38 3.38
C 4.71 -0.33 3.16
C -1.85 1.39 -4.89
C 0.39 -1.28 1.82
C 4.65 -2.46 3.56
C -2.81 0.43 0.75
C 1.92 -1.28 1.88
C -2.07 1.15 -3.43
C -3.63 0.85 -1.59
C -2.55 0.70 -0.70
C -3.36 1.08 -2.93
C -0.99 1.03 -2.55
C 5.97 -0.83 3.24
C -5.05 0.79 -1.13
C -1.25 0.80 -1.20
C 0.39 1.13 -3.14
C 2.43 -1.35 3.33
H -5.29 -0.20 -0.75
H 2.07 -0.47 3.88
H -2.80 1.45 -5.41
H 2.29 -0.37 1.41
H 6.91 -0.33 3.14
H -2.53 1.29 1.34
H 4.34 0.66 2.98
H 2.04 -2.24 3.82
H -1.27 0.58 -5.33
H 0.00 -0.49 2.47
H -1.31 2.31 -5.06
H -0.01 -2.24 2.15
H 0.53 0.35 -3.88
H -4.19 1.19 -3.61
H 4.26 -3.44 3.76
H -3.86 0.19 0.93
H 0.50 2.09 -3.64
H 2.31 -2.14 1.32
H -5.72 1.00 -1.96
H 1.16 1.05 -2.38
H -2.20 -0.41 1.08
H 0.30 -1.55 -0.21
H -5.24 1.52 -0.35

Computed properties:
maximum force	1.031	eV/Å
gap between HOMO and LUMO	9.23	eV
structure (SMILES)	Cc1cc(C)c(C)c(S(=O)(=O)NCCCn2ccnc2)c1C
energy relative to the best compared isomer or geometry (same formula, charge and spin)	190.5	kJ/mol

Record 4
Density functional theory data (ωB97M-V/def2-TZVPD) for one molecule with the formula C5H6O2.

Element x y z (Å)
O 2.71 -0.54 0.49
O -1.76 -0.23 -1.09
C -0.85 1.40 0.42
C -0.81 0.13 -0.40
C 1.68 -0.66 -0.10
C 0.23 -1.21 0.32
C 0.70 -0.24 -0.97
H -1.77 1.42 1.01
H 0.02 1.52 1.07
H 0.02 -2.25 0.11
H 0.59 -0.73 -1.93
H -0.87 2.25 -0.27
H 0.11 -0.86 1.33

Computed properties:
maximum force	2.316	eV/Å
gap between HOMO and LUMO	9.05	eV
energy relative to the best compared isomer or geometry (same formula, charge and spin)	406.7	kJ/mol

Record 5
Density functional theory data (ωB97M-V/def2-TZVPD) for one molecule with the formula C28H35N3O7.

Element x y z (Å)
O 2.46 0.95 1.77
O -1.93 -0.19 0.07
O -2.27 1.37 3.31
O -2.26 -5.06 1.05
O 1.58 3.52 2.67
O 2.14 3.24 -3.65
O 1.92 -1.36 -3.74
N -2.51 2.69 3.53
N -1.21 -2.90 -0.41
N 1.26 1.20 -3.31
C -0.95 1.14 3.33
C 0.95 -1.14 -2.80
C 1.58 3.13 1.36
C 2.05 1.68 -0.50
C -0.95 -5.11 0.53
C -1.36 3.27 3.70
C -3.53 1.26 -1.08
C 3.27 -2.63 -5.21
C -0.35 -3.71 0.42
C 2.25 -2.69 -4.08
C -2.58 1.07 0.09
C -0.65 -1.82 -1.09
C 1.69 2.42 -2.87
C -0.48 -0.24 3.09
C -1.02 -0.47 -0.91
C 2.87 -0.30 1.27
C -2.54 -2.82 0.15
C 1.63 2.66 -1.40
C 1.16 2.62 3.69
C 2.04 1.89 0.87
C 0.32 -2.12 -2.06
C -1.22 4.72 3.97
C 1.21 3.89 -0.91
C 0.60 0.20 -2.59
C -0.40 0.51 -1.68
C -3.09 -4.25 0.25
C -0.30 2.32 3.58
C 1.19 4.11 0.45
H -0.89 4.87 5.00
H -0.88 -0.92 3.84
H -0.48 5.16 3.31
H 0.65 -3.77 -0.01
H -4.03 2.22 -0.99
H -3.14 1.06 1.03
H -0.37 -5.74 1.21
H -0.97 -5.58 -0.47
H -0.83 -0.58 2.11
H 0.87 5.06 0.85
H -0.66 1.54 -1.55
H 1.53 0.96 -4.25
H -4.07 -4.26 0.73
H -3.17 -4.68 -0.75
H 3.57 -3.64 -5.49
H 0.61 -0.28 3.11
H 2.43 0.75 -0.90
H -3.00 1.23 -2.03
H 1.75 1.69 3.67
H 2.68 -3.20 -3.21
H -1.85 1.89 0.14
H -0.27 -3.28 1.44
H -3.18 -2.24 -0.51
H -4.28 0.47 -1.09
H 4.15 -2.07 -4.89
H 1.36 -3.23 -4.40
H -2.18 5.21 3.84
H 3.76 -0.21 0.64
H 2.84 -2.13 -6.08
H 0.91 4.67 -1.60
H 2.07 -0.81 0.72
H 1.37 3.16 4.61
H -2.55 -2.36 1.15
H 0.56 -3.16 -2.20
H 3.13 -0.89 2.16

Computed properties:
maximum force	1.258	eV/Å
gap between HOMO and LUMO	8.01	eV
structure (SMILES)	CCOc1cc(N2CCOCC2)c(OCC)cc1NC(=O)c1ccc(OCc2c(C)noc2C)c(OC)c1
energy relative to the best compared isomer or geometry (same formula, charge and spin)	0.0	kJ/mol

no.,lowest unoccupied orbital energy (eV)
1,-3.961
2,4.926
3,0.580
4,0.074
5,0.457